# 1
DFT (ωB97M-V/def2-TZVPD) results for a molecular structure, C23H37CrO2 at a distorted geometry.

```
63
Properties=species:S:1:pos:R:3:forces:R:3:nbo_charge:R:1
O 0.165139 -0.278139 -5.274481 -0.158 0.615 -1.185 -0.537
C -0.003898 1.014949 -5.936154 0.020 0.304 0.372 -0.059
C -0.242108 0.418615 -7.320691 0.167 -0.567 0.865 -0.464
H 0.907745 1.615174 -5.877913 -0.145 0.034 0.257 0.177
H -0.869251 1.558996 -5.548697 0.238 0.024 0.231 0.180
C -0.025101 -0.923921 -6.565318 -0.139 -0.282 -0.801 0.270
H 0.531382 0.646155 -8.050977 -0.184 0.017 -0.113 0.205
H -1.252071 0.549800 -7.703674 0.124 0.053 -0.152 0.206
C 1.201530 -1.664781 -7.052823 0.165 -0.218 0.086 -0.624
H 2.077922 -1.009749 -7.101028 -0.129 -0.086 0.099 0.212
H 0.999960 -2.042602 -8.064462 0.091 0.047 0.188 0.206
H 1.424595 -2.519186 -6.402476 0.025 0.156 -0.091 0.218
C -1.238520 -1.825746 -6.583630 -0.098 -0.204 0.113 -0.624
H -2.141080 -1.285874 -6.278800 0.155 -0.082 0.025 0.215
H -1.087082 -2.681968 -5.914890 -0.097 0.147 -0.081 0.219
H -1.386102 -2.202351 -7.604166 -0.023 0.032 0.190 0.205
Cr -0.397181 -0.844669 3.021270 0.882 1.786 -1.155 0.794
C -2.342373 -1.154074 3.903438 -0.801 1.099 -0.443 -0.372
C -2.130102 0.263438 4.081728 -1.508 -0.115 -0.757 -0.329
C -2.177195 0.894278 2.783866 -1.002 -0.629 0.598 -0.310
H -2.023428 0.786346 5.038637 0.156 -0.369 -0.513 0.223
C -2.475097 -0.102453 1.814609 -0.871 -0.507 1.187 -0.320
C -2.519567 -1.381100 2.476144 -1.159 1.270 0.089 -0.352
H -2.818449 -2.309653 1.981710 0.355 0.256 0.340 0.213
H -2.392186 -1.894734 4.711355 0.092 0.362 -0.533 0.221
H -2.102179 1.963172 2.564912 0.135 -0.504 0.276 0.217
H -2.842742 0.109318 0.810507 0.597 -0.209 0.066 0.204
C 0.744596 -2.082878 4.243175 1.715 -1.471 -0.420 -0.395
C -0.047700 -2.900591 3.335741 1.221 0.016 0.010 -0.322
C 0.436739 -2.655049 2.000858 1.252 -0.834 0.325 -0.377
H -0.768045 -3.671766 3.613186 0.013 0.571 -0.088 0.218
C 1.540373 -1.755014 2.079041 -0.376 -1.085 0.527 -0.229
C 1.735921 -1.398844 3.442635 -0.047 -1.107 0.495 -0.277
H 2.526874 -0.744505 3.799739 -0.438 -0.125 -0.023 0.230
H 0.671772 -2.052766 5.329438 -0.052 0.004 -0.351 0.224
H 0.105663 -3.145645 1.087736 -0.096 0.148 0.305 0.215
H 2.174883 -1.462674 1.248349 -0.370 0.268 0.153 0.208
O -0.018227 -0.016556 0.402521 0.041 0.121 -0.837 -0.546
C -0.392343 -0.885511 -0.683429 0.311 0.065 0.557 -0.062
C -0.689047 0.018390 -1.866745 -0.361 0.327 0.028 -0.430
H -1.258286 -1.488531 -0.366732 0.266 0.182 -0.064 0.192
H 0.458568 -1.560592 -0.870053 -0.199 0.056 -0.085 0.165
C 0.199320 1.238528 -1.580186 0.363 -0.431 -0.147 -0.429
H -1.747343 0.315502 -1.809428 0.191 -0.011 -0.142 0.191
H -0.500195 -0.446357 -2.837347 -0.020 0.069 0.115 0.228
C 0.149088 1.329566 -0.065386 -0.223 -0.171 0.464 -0.056
H -0.118950 2.154702 -2.081642 0.012 -0.065 0.014 0.202
H 1.230326 1.001005 -1.878367 -0.172 0.138 -0.107 0.194
H -0.715200 1.930547 0.271470 0.256 -0.115 -0.010 0.168
H 1.066248 1.724818 0.394944 -0.336 -0.044 -0.102 0.205
C 2.539735 3.038776 3.685416 -0.046 -0.345 0.310 -0.599
C 1.716293 1.945977 4.382678 -0.886 -0.028 0.250 -0.238
C 0.844684 2.550579 5.508647 0.378 0.400 0.459 -0.602
C 0.701929 1.235915 3.512280 -0.507 -0.170 -0.432 -0.885
H 1.861693 3.763756 3.201801 0.236 -0.246 0.084 0.192
H 3.197452 2.583324 2.931216 -0.172 0.219 0.051 0.198
H 3.164838 3.578149 4.419601 -0.127 -0.088 -0.287 0.181
H 2.376740 1.173641 4.803889 0.330 0.290 0.283 0.162
H 0.112629 3.236665 5.062435 0.107 -0.153 -0.019 0.195
H 0.274715 1.779246 6.044141 0.191 0.068 -0.226 0.194
H 1.380388 3.117170 6.274133 0.394 0.207 0.239 0.159
H -0.068317 0.901419 4.260587 0.564 0.764 -0.856 0.173
H 0.269621 1.950349 2.795683 -0.303 0.143 0.372 0.162
```
Positions in Å, forces in eV/Å.

Properties
Gap between HOMO and LUMO (alpha / beta), eV: 3.3 / 4.2
⟨S²⟩: 6.04
Multiplicity: 5
Energy relative to the best compared isomer or geometry (same formula, charge and spin), kJ/mol: 110.74
Net charge: -1

# 2
DFT (ωB97M-V/def2-TZVPD) results for a molecular structure, C23H37LaO3 at a distorted geometry.

```
64
Properties=species:S:1:pos:R:3:forces:R:3:lowdin_charge:R:1
O -0.136695 -0.009879 -0.742344 1.000 -0.182 -1.651 -0.255
C 0.890621 -0.486053 -1.725314 -0.225 -0.059 0.710 -0.122
C 0.371616 0.401805 -2.850765 -0.124 -0.041 0.509 -0.063
H 0.719919 -1.554233 -1.911547 0.351 0.208 0.155 0.123
H 1.908429 -0.247043 -1.381519 -0.361 -0.340 0.051 0.110
C -0.758897 0.767510 -1.843406 -0.298 0.236 -0.291 -0.535
H 0.069949 -0.167092 -3.746967 0.148 0.514 0.365 0.100
H 1.056425 1.241944 -3.071789 -0.494 -0.437 -0.094 0.125
C -2.112730 0.171925 -2.205672 -0.098 0.087 0.087 -0.014
H -2.048376 -0.925355 -2.280576 -0.048 0.381 0.108 0.098
H -2.441512 0.556081 -3.180837 0.107 -0.013 0.193 0.092
H -2.864726 0.463930 -1.455359 0.221 -0.320 -0.275 0.075
C -0.840654 2.238191 -1.474969 -0.063 0.023 0.062 -0.014
H 0.162825 2.659016 -1.330167 -0.288 -0.117 0.070 0.076
H -1.427087 2.361374 -0.549840 0.230 0.009 -0.307 0.080
H -1.332426 2.801735 -2.279734 0.063 -0.154 0.149 0.097
La 0.073020 -0.168570 1.980749 -0.381 -0.410 -0.699 2.077
C 1.328253 1.944882 2.981164 0.674 0.177 0.024 -0.254
C 2.328614 0.933596 2.887351 0.519 0.738 -0.097 -0.260
C 2.711379 0.813972 1.520542 -0.291 0.741 -0.105 -0.211
H 2.749092 0.370161 3.718346 -0.189 0.230 -0.373 0.084
C 1.915442 1.742953 0.781571 0.591 0.120 0.295 -0.234
C 1.045806 2.421712 1.679988 0.466 0.133 -0.090 -0.216
H 0.352952 3.232432 1.420716 0.356 -0.449 0.139 0.105
H 0.831426 2.256163 3.892653 0.089 -0.057 -0.359 0.082
H 3.543834 0.223061 1.111803 -0.549 0.236 0.276 0.100
H 2.129259 2.074977 -0.233152 -0.353 -0.451 0.081 0.094
C -2.223605 -0.708454 3.406924 -1.690 -0.591 -0.708 -0.246
C -2.434037 0.510379 2.742121 -0.258 0.538 -0.029 -0.232
C -2.594143 0.273741 1.341695 0.130 -1.679 0.585 -0.233
H -2.322808 1.490173 3.218315 -0.547 -0.319 -0.148 0.107
C -2.429073 -1.139945 1.139159 -0.194 1.095 0.919 -0.229
C -2.141960 -1.724215 2.422710 -0.601 0.288 -0.105 -0.228
H -1.857468 -2.754182 2.639709 -0.480 0.104 -0.185 0.096
H -2.372442 -0.863197 4.474712 0.802 -0.073 -0.614 0.091
H -2.898436 1.001222 0.618308 0.056 0.215 -0.238 0.069
H -2.645272 -1.674817 0.235227 0.315 -0.122 -0.301 0.081
O 0.691563 -1.600931 -5.761618 0.308 -0.155 -1.582 -0.167
C 0.194272 -0.548166 -6.623037 0.089 0.618 0.343 -0.212
C 0.389789 -0.953723 -8.092483 -0.244 -0.612 0.558 -0.168
H 0.768967 0.375551 -6.418444 -0.149 -0.330 0.033 0.117
H -0.854243 -0.341825 -6.358186 0.268 -0.159 -0.133 0.116
C 1.575217 -1.925153 -8.006789 0.067 0.608 0.691 -0.168
H 0.568587 -0.094596 -8.734135 -0.014 -0.002 -0.016 0.109
H -0.495629 -1.491434 -8.444379 0.049 0.118 -0.062 0.111
C 1.365224 -2.563966 -6.622650 -0.233 -0.459 0.031 -0.190
H 2.507829 -1.351036 -8.010645 -0.034 -0.142 -0.065 0.111
H 1.600335 -2.653409 -8.814515 0.012 -0.036 0.061 0.109
H 2.301731 -2.882937 -6.145160 -0.249 0.211 -0.058 0.116
H 0.730881 -3.463830 -6.742738 0.115 0.358 0.230 0.118
C -1.014613 0.742933 6.052797 -0.173 -0.097 0.835 -0.037
C 0.141729 -0.119763 5.572295 -0.642 0.247 -1.702 -0.692
C 1.406168 0.613700 5.994658 0.360 -0.165 0.161 -0.051
C 0.139163 -1.577748 5.986040 0.002 0.109 1.328 -0.033
O -0.034958 -0.188519 4.153210 1.961 -0.027 1.617 -0.522
H -1.036384 0.861396 7.153836 0.008 0.005 -0.470 0.095
H -1.958345 0.337134 5.716218 -0.202 0.052 0.215 0.055
H -0.889778 1.718529 5.578982 -0.102 0.065 0.161 0.082
H 1.442854 0.659508 7.088513 0.039 -0.011 -0.060 0.088
H 2.300923 0.083615 5.653971 -0.053 0.177 0.071 0.073
H 1.401587 1.648762 5.621667 0.161 -0.483 0.159 0.074
H -0.759158 -2.081532 5.625915 0.060 0.062 0.005 0.076
H 1.017180 -2.040726 5.536810 -0.008 -0.156 0.039 0.080
H 0.192582 -1.691721 7.090062 0.022 -0.056 -0.497 0.092
```
Positions in Å, forces in eV/Å.

Properties
Gap between HOMO and LUMO, eV: 6.8
Energy relative to the best compared isomer or geometry (same formula, charge and spin), kJ/mol: 0.00

# 3
DFT (ωB97M-V/def2-TZVPD) results for a molecular structure, C23H37N3O2PPdS2 at a distorted geometry.

```
69
Properties=species:S:1:pos:R:3:forces:R:3:nbo_charge:R:1
Pd -0.254056 -0.828165 1.027455 0.426 -1.231 0.148 0.709
N -1.689912 -2.346314 1.978470 0.479 0.773 -0.443 -0.807
C -2.907673 -1.772057 2.594881 -0.145 0.210 0.230 -0.223
C -2.601244 -0.520439 3.410459 0.030 0.329 -0.268 -0.532
C -2.553627 0.734231 2.513031 -0.130 -0.299 0.355 0.778
O -3.449770 1.556405 2.610311 0.057 0.029 -0.140 -0.649
O -1.563713 0.810515 1.691333 0.251 0.293 -0.009 -0.874
H -1.954109 -2.926270 1.186848 0.020 -0.076 0.003 0.406
H -1.207587 -2.948259 2.635329 0.058 0.014 0.050 0.383
H -3.394887 -2.514607 3.231145 0.054 -0.097 -0.104 0.200
H -3.597641 -1.519673 1.789537 0.015 -0.060 -0.034 0.222
H -1.638766 -0.629044 3.913318 -0.039 -0.057 0.110 0.197
H -3.378411 -0.355890 4.153079 0.009 -0.069 0.027 0.245
C 0.858628 -1.634387 4.384655 0.071 0.013 -0.233 -0.738
S 1.495488 -1.961352 2.720330 -0.273 0.433 -0.445 0.286
C 2.994385 -0.959564 2.827814 -0.157 -0.090 -0.003 -0.743
H 0.654614 -0.573358 4.508555 -0.042 -0.003 0.047 0.235
H 1.608683 -1.965407 5.100380 -0.003 0.001 0.007 0.241
H -0.047124 -2.216158 4.532881 -0.028 0.034 0.024 0.230
H 3.610082 -1.335389 3.642447 -0.004 -0.015 0.007 0.238
H 2.735927 0.085006 2.994970 0.033 0.018 -0.015 0.232
H 3.526152 -1.069473 1.888417 0.032 -0.020 0.044 0.249
C -2.584675 -2.757933 -3.472655 0.098 0.024 0.038 -0.408
N -2.977119 -1.363865 -3.289204 0.033 0.082 0.074 -0.416
C -4.131018 -0.988120 -4.102667 -0.118 0.017 -0.082 -0.413
C -2.575948 -0.640457 -2.222592 0.047 0.308 -0.006 0.385
S -1.920297 -1.464071 -0.873682 0.278 -0.505 0.073 -0.318
N -2.717026 0.693806 -2.236535 -0.047 -0.073 -0.103 -0.410
C -2.826216 1.479342 -1.008360 -0.076 0.029 0.147 -0.447
C -2.782059 1.468703 -3.468276 0.047 0.016 -0.070 -0.411
H -2.693614 -2.999638 -4.529347 -0.021 0.015 0.022 0.213
H -3.212357 -3.428591 -2.882175 -0.014 0.013 -0.023 0.211
H -1.550521 -2.905689 -3.182141 0.040 0.012 0.038 0.228
H -4.831673 -1.823714 -4.117080 0.016 -0.016 0.037 0.218
H -3.834904 -0.775926 -5.131606 -0.035 0.017 0.014 0.210
H -4.647714 -0.127454 -3.691639 0.033 -0.037 0.048 0.221
H -2.420418 0.954962 -0.148552 0.022 0.091 -0.118 0.289
H -3.872500 1.711731 -0.797402 -0.020 0.022 -0.088 0.218
H -2.291058 2.421341 -1.128807 0.056 -0.035 -0.028 0.205
H -2.466789 0.862838 -4.312104 -0.014 0.019 -0.021 0.216
H -2.095744 2.312224 -3.381816 -0.004 -0.005 0.063 0.214
H -3.780419 1.868986 -3.655173 0.018 -0.007 -0.005 0.211
C 0.738765 0.764946 -1.929321 -0.205 -0.180 0.161 -0.943
P 1.326729 0.381996 -0.236979 -0.534 0.497 0.109 1.085
C 2.951983 -0.358617 -0.591604 -0.248 -0.296 0.167 -0.377
C 2.974130 -1.510903 -1.379206 -0.090 0.020 0.044 -0.204
C 4.179040 -2.097422 -1.726585 0.036 -0.070 -0.033 -0.189
C 5.372706 -1.544057 -1.283184 -0.027 0.042 0.033 -0.199
C 5.355026 -0.407414 -0.487545 0.060 -0.018 0.006 -0.150
C 4.150557 0.183423 -0.135497 -0.035 0.095 -0.039 -0.233
C 1.669536 2.017659 0.463970 -0.160 -0.182 0.204 -0.316
C 2.425338 2.963227 -0.230074 0.017 -0.035 -0.046 -0.215
C 2.646596 4.210807 0.326477 0.037 0.033 -0.045 -0.211
C 2.121339 4.521085 1.575286 -0.076 -0.017 0.049 -0.176
C 1.352176 3.592366 2.259364 0.051 0.051 -0.016 -0.194
C 1.121061 2.342845 1.702842 0.026 -0.137 -0.021 -0.213
H 1.564950 1.110991 -2.547893 0.056 0.032 0.060 0.249
H -0.017915 1.544585 -1.856499 -0.059 -0.014 0.031 0.252
H 0.289067 -0.119562 -2.379754 0.067 -0.001 0.006 0.252
H 2.039929 -1.947034 -1.717504 0.029 -0.033 -0.027 0.221
H 4.191940 -2.987105 -2.342224 -0.023 0.004 0.006 0.228
H 6.316039 -1.998603 -1.554387 -0.005 -0.007 -0.007 0.230
H 6.284343 0.021621 -0.136469 -0.009 0.008 -0.002 0.221
H 4.147826 1.067142 0.489390 0.001 0.002 -0.011 0.234
H 2.847081 2.723830 -1.199246 0.011 0.025 -0.006 0.217
H 3.225000 4.947549 -0.215152 0.023 -0.019 0.005 0.228
H 2.299573 5.495813 2.009793 0.005 0.009 -0.023 0.228
H 0.917969 3.844031 3.217621 -0.004 -0.005 -0.003 0.229
H 0.475841 1.627979 2.200549 0.006 0.078 0.025 0.247
```
Positions in Å, forces in eV/Å.

Properties
Gap between HOMO and LUMO (alpha / beta), eV: 6.4 / 6.4
Energy relative to the best compared isomer or geometry (same formula, charge and spin), kJ/mol: 137.17
Net charge: +1